1.
{
  "formula": "C54H41AsCl2N4O8S2W",
  "method": "wB97M-V/def2-TZVPD",
  "symbols": ["W", "C", "O", "C", "C", "C", "C", "C", "C", "N", "N", "C", "C", "C", "C", "O", "C", "N", "C", "C", "C", "C", "H", "H", "H", "H", "H", "H", "H", "H", "H", "H", "H", "H", "Cl", "C", "C", "C", "C", "N", "C", "H", "H", "H", "H", "C", "C", "C", "C", "C", "C", "As", "C", "C", "C", "C", "C", "C", "C", "C", "C", "C", "C", "C", "H", "H", "H", "H", "H", "H", "H", "H", "H", "H", "H", "H", "H", "Cl", "C", "C", "C", "C", "C", "C", "C", "O", "O", "H", "H", "H", "H", "C", "C", "O", "C", "C", "C", "C", "C", "C", "H", "H", "H", "H", "H", "H", "H", "H", "O", "S", "O", "O", "S"],
  "positions_angstrom": [[-1.86, 0.16, 0.09], [8.00, -4.86, -0.36], [7.27, -3.65, -0.22], [6.57, -3.20, -1.28], [5.95, -1.96, -1.10], [5.19, -1.40, -2.10], [5.06, -2.08, -3.32], [5.73, -3.28, -3.51], [6.47, -3.86, -2.50], [4.36, -1.64, -4.47], [3.39, -0.87, -4.46], [2.61, -0.52, -3.33], [2.44, 0.83, -3.11], [1.50, 1.32, -2.20], [0.69, 0.42, -1.55], [-0.35, 0.84, -0.77], [0.85, -0.97, -1.70], [0.05, -1.76, -0.95], [0.14, -3.06, -1.11], [0.99, -3.65, -2.06], [1.80, -2.86, -2.82], [1.80, -1.46, -2.63], [8.51, -5.01, 0.59], [8.74, -4.77, -1.16], [7.34, -5.70, -0.56], [6.10, -1.45, -0.16], [4.75, -0.42, -1.95], [5.67, -3.75, -4.49], [6.97, -4.80, -2.67], [3.03, 1.52, -3.69], [1.36, 2.38, -2.05], [-0.48, -3.68, -0.47], [0.97, -4.73, -2.18], [2.45, -3.30, -3.57], [-3.68, -5.26, 0.59], [-2.74, -4.02, 1.31], [-2.19, -4.17, 2.56], [-1.46, -3.11, 3.08], [-1.32, -1.96, 2.33], [-1.84, -1.82, 1.10], [-2.57, -2.83, 0.61], [-2.33, -5.09, 3.12], [-1.02, -3.16, 4.06], [-0.80, -1.11, 2.75], [-3.03, -2.71, -0.36], [-0.34, 1.56, 6.64], [-0.77, 2.62, 5.86], [-0.74, 2.53, 4.47], [-0.29, 1.35, 3.87], [0.15, 0.29, 4.66], [0.12, 0.40, 6.04], [-0.19, 1.23, 1.92], [0.39, 2.96, 1.29], [-0.35, 4.11, 1.07], [0.31, 5.26, 0.64], [1.68, 5.24, 0.42], [2.41, 4.08, 0.61], [1.77, 2.92, 1.04], [2.43, 1.61, 1.21], [3.78, 1.34, 0.99], [4.26, 0.05, 1.16], [3.41, -0.99, 1.53], [2.06, -0.74, 1.74], [1.59, 0.56, 1.59], [-0.36, 1.64, 7.72], [-1.10, 3.54, 6.32], [-1.03, 3.39, 3.89], [0.57, -0.60, 4.21], [0.48, -0.42, 6.65], [-1.42, 4.16, 1.21], [-0.25, 6.17, 0.47], [2.18, 6.14, 0.09], [3.47, 4.07, 0.42], [4.46, 2.13, 0.70], [5.31, -0.15, 1.00], [3.80, -1.99, 1.66], [1.41, -1.56, 2.01], [-2.67, 1.78, -7.65], [-2.73, 0.89, -6.18], [-2.00, 1.34, -5.08], [-2.05, 0.63, -3.90], [-2.81, -0.53, -3.82], [-3.53, -0.98, -4.93], [-3.49, -0.27, -6.11], [-2.86, -1.37, -2.62], [-3.20, -2.50, -2.50], [-2.42, -0.67, -1.44], [-1.40, 2.24, -5.17], [-1.48, 0.98, -3.05], [-4.10, -1.90, -4.86], [-4.05, -0.59, -6.98], [-4.25, 2.89, -1.46], [-3.66, 2.64, -0.12], [-2.52, 1.87, -0.18], [-4.17, 2.97, 1.08], [-5.61, 3.25, 1.15], [-6.27, 2.70, 2.17], [-5.52, 1.91, 3.18], [-4.14, 2.41, 3.42], [-3.47, 2.83, 2.35], [-3.49, 2.78, -2.23], [-4.67, 3.90, -1.52], [-5.05, 2.18, -1.67], [-6.12, 3.77, 0.35], [-7.34, 2.78, 2.27], [-6.09, 1.73, 4.09], [-3.69, 2.33, 4.40], [-2.42, 3.08, 2.40], [-5.39, 0.44, 2.74], [-4.62, -0.36, 1.67], [-3.16, 0.23, 1.69], [-4.58, -1.69, 2.19], [-5.27, -0.14, -0.12]],
  "multiplicity": 1,
  "total_energy_ha": -6922.38144,
  "orbital_gap_ev": 4.7,
  "charge": 2
}

2.
{
  "formula": "C54H41AsCl4F5IN4O5PRbSSe",
  "method": "wB97M-V/def2-TZVPD",
  "symbols": ["Rb", "I", "C", "C", "C", "C", "C", "C", "C", "C", "C", "P", "C", "C", "C", "C", "C", "C", "C", "C", "C", "C", "C", "C", "C", "H", "H", "H", "H", "H", "H", "H", "H", "H", "H", "H", "H", "H", "H", "H", "H", "Cl", "C", "C", "Cl", "C", "Cl", "C", "O", "C", "O", "C", "Cl", "O", "N", "O", "C", "C", "C", "C", "C", "C", "N", "C", "C", "N", "C", "C", "C", "C", "H", "H", "H", "H", "H", "H", "H", "F", "C", "C", "F", "C", "F", "C", "Se", "C", "F", "C", "F", "C", "C", "C", "O", "C", "H", "H", "H", "H", "H", "H", "H", "H", "C", "As", "C", "C", "S", "H", "H", "H", "H", "H", "H", "H", "H", "H", "N", "C", "H"],
  "positions_angstrom": [[-0.14, 0.70, 1.43], [-3.16, 2.37, -1.06], [-3.86, 1.63, -2.90], [-5.15, 1.13, -2.89], [-5.90, 0.96, -4.08], [-5.38, 1.28, -5.28], [-4.04, 1.72, -5.36], [-3.56, 2.03, -6.64], [-2.27, 2.40, -6.78], [-1.38, 2.33, -5.68], [-1.82, 2.05, -4.43], [-0.57, 1.84, -3.07], [0.17, 3.51, -2.90], [0.06, 4.08, -1.64], [0.60, 5.32, -1.35], [1.25, 6.01, -2.35], [1.34, 5.50, -3.64], [0.81, 4.24, -3.92], [0.77, 1.02, -3.99], [2.09, 1.33, -3.70], [3.16, 0.69, -4.29], [2.93, -0.22, -5.31], [1.63, -0.56, -5.64], [0.59, 0.03, -4.95], [-3.23, 1.81, -4.22], [-5.67, 0.99, -1.94], [-6.93, 0.56, -4.03], [-5.87, 1.15, -6.25], [-4.20, 1.93, -7.52], [-1.87, 2.71, -7.71], [-0.34, 2.38, -5.89], [-0.46, 3.57, -0.85], [0.57, 5.77, -0.41], [1.78, 6.93, -2.10], [1.81, 6.11, -4.38], [0.92, 3.82, -4.93], [2.35, 2.11, -2.98], [4.17, 0.90, -3.95], [3.80, -0.70, -5.74], [1.50, -1.25, -6.44], [-0.41, -0.29, -5.26], [-3.03, 5.16, 6.83], [-2.79, 4.48, 5.23], [-3.47, 4.98, 4.15], [-4.52, 6.35, 4.38], [-3.27, 4.42, 2.87], [-4.22, 4.97, 1.46], [-2.40, 3.36, 2.64], [-2.30, 2.73, 1.51], [-1.57, 2.90, 3.78], [-0.72, 1.97, 3.63], [-1.89, 3.44, 5.06], [-1.09, 2.70, 6.43], [-2.11, -6.25, 6.31], [-1.60, -5.95, 5.26], [-1.12, -6.74, 4.48], [-1.52, -4.53, 4.89], [-2.51, -3.74, 5.39], [-2.63, -2.42, 4.92], [-3.64, -1.55, 5.38], [-3.80, -0.33, 4.81], [-2.95, 0.00, 3.75], [-2.02, -0.78, 3.30], [-1.80, -1.95, 3.91], [-0.60, -2.70, 3.57], [0.32, -2.11, 2.83], [1.48, -2.72, 2.67], [1.74, -4.02, 3.14], [0.73, -4.66, 3.79], [-0.46, -4.03, 4.04], [-3.21, -4.13, 6.11], [-4.34, -1.93, 6.14], [-4.54, 0.36, 5.16], [-3.12, 0.96, 3.31], [2.23, -2.18, 2.13], [2.70, -4.47, 3.01], [0.94, -5.63, 4.25], [9.11, 0.42, 2.81], [7.78, 0.47, 3.02], [7.00, -0.65, 3.01], [7.61, -1.85, 2.79], [5.63, -0.55, 3.20], [4.89, -1.69, 3.26], [4.98, 0.66, 3.40], [3.11, 0.88, 3.57], [5.80, 1.77, 3.39], [5.25, 2.96, 3.68], [7.18, 1.71, 3.18], [7.90, 2.84, 3.20], [-3.29, -2.92, -0.53], [-2.90, -1.88, -1.57], [-1.41, -1.72, -1.41], [-1.12, -2.22, -0.09], [-2.35, -2.52, 0.58], [-3.07, -3.92, -0.88], [-4.38, -2.82, -0.27], [-3.38, -0.93, -1.25], [-3.16, -2.10, -2.61], [-1.06, -0.68, -1.60], [-0.85, -2.29, -2.15], [-2.67, -1.60, 1.08], [-2.13, -3.27, 1.31], [4.27, -3.46, 0.14], [2.80, -3.02, -1.14], [3.44, -3.71, -2.85], [1.37, -4.30, -0.77], [2.32, -1.03, -1.25], [4.20, -4.53, 0.39], [4.24, -2.81, 1.01], [5.23, -3.28, -0.35], [3.88, -4.69, -2.81], [4.20, -3.02, -3.23], [2.59, -3.72, -3.53], [1.68, -5.32, -0.91], [0.56, -4.00, -1.40], [1.03, -4.19, 0.23], [3.48, 2.40, 0.65], [3.92, 2.70, -0.37], [3.30, 2.01, 1.64]],
  "multiplicity": 1,
  "total_energy_ha": -10716.17749,
  "orbital_gap_ev": 3.8,
  "charge": -2
}

3.
{
  "formula": "C54H42AuNOP3SSi",
  "method": "wB97M-V/def2-TZVPD",
  "symbols": ["Au", "C", "C", "C", "C", "C", "C", "P", "C", "C", "C", "C", "C", "C", "C", "C", "C", "C", "C", "C", "Si", "C", "C", "C", "C", "C", "C", "P", "C", "C", "C", "C", "C", "C", "C", "C", "C", "C", "C", "C", "C", "C", "C", "C", "C", "C", "P", "C", "C", "C", "C", "C", "C", "C", "C", "C", "C", "C", "C", "H", "H", "H", "H", "H", "H", "H", "H", "H", "H", "H", "H", "H", "H", "H", "H", "H", "H", "H", "H", "H", "H", "H", "H", "H", "H", "H", "H", "H", "H", "H", "H", "H", "H", "H", "H", "H", "H", "H", "H", "H", "H", "O", "S", "N"],
  "positions_angstrom": [[-0.57, -0.57, 0.71], [0.55, -0.90, 6.47], [0.00, -1.54, 5.36], [-0.03, -0.89, 4.14], [0.46, 0.41, 4.01], [1.01, 1.04, 5.12], [1.05, 0.38, 6.35], [0.36, 1.17, 2.36], [1.73, 2.37, 2.26], [2.97, 2.08, 2.80], [4.03, 2.96, 2.64], [3.85, 4.14, 1.93], [2.62, 4.43, 1.37], [1.56, 3.55, 1.53], [-1.10, 2.29, 2.40], [-1.37, 3.04, 3.54], [-2.42, 3.95, 3.55], [-3.19, 4.13, 2.42], [-2.93, 3.39, 1.28], [-1.89, 2.46, 1.24], [-1.59, 1.33, -0.22], [-3.08, 0.75, -1.23], [-4.05, 1.64, -1.70], [-5.02, 1.23, -2.60], [-5.03, -0.08, -3.06], [-4.08, -0.98, -2.60], [-3.11, -0.58, -1.68], [-1.88, -1.80, -1.08], [-1.74, -3.03, -2.41], [-2.61, -4.12, -2.50], [-2.48, -5.04, -3.52], [-1.48, -4.89, -4.48], [-0.63, -3.80, -4.42], [-0.75, -2.88, -3.38], [-2.72, -2.70, 0.29], [-3.65, -2.03, 1.10], [-4.14, -2.64, 2.24], [-3.71, -3.91, 2.60], [-2.78, -4.57, 1.81], [-2.28, -3.97, 0.67], [-0.43, 1.92, -1.61], [-0.91, 3.17, -2.24], [-0.26, 3.81, -3.22], [1.07, 3.40, -3.59], [1.71, 2.41, -2.95], [1.06, 1.49, -1.97], [2.34, 0.92, -0.72], [2.12, -0.83, -0.14], [2.74, -1.09, 1.09], [2.79, -2.37, 1.61], [2.23, -3.43, 0.91], [1.63, -3.20, -0.32], [1.59, -1.91, -0.84], [3.79, 0.57, -1.80], [5.02, 1.07, -1.39], [6.18, 0.78, -2.12], [6.10, -0.01, -3.25], [4.86, -0.50, -3.68], [3.72, -0.21, -2.96], [0.59, -1.41, 7.42], [-0.40, -2.54, 5.45], [-0.45, -1.40, 3.28], [1.40, 2.05, 5.05], [1.48, 0.88, 7.21], [3.13, 1.16, 3.36], [5.00, 2.73, 3.08], [4.68, 4.84, 1.82], [2.47, 5.35, 0.81], [0.61, 3.78, 1.07], [-0.77, 2.91, 4.43], [-2.63, 4.52, 4.45], [-4.01, 4.84, 2.42], [-3.55, 3.55, 0.40], [-4.06, 2.67, -1.37], [-5.76, 1.94, -2.96], [-5.77, -0.40, -3.78], [-4.09, -1.99, -2.97], [-3.40, -4.25, -1.76], [-3.16, -5.89, -3.58], [-1.38, -5.61, -5.28], [0.14, -3.66, -5.17], [-0.10, -2.02, -3.37], [-4.00, -1.04, 0.82], [-4.87, -2.12, 2.85], [-4.11, -4.38, 3.49], [-2.44, -5.56, 2.09], [-1.54, -4.49, 0.06], [-1.81, 3.61, -1.83], [-0.67, 4.71, -3.66], [1.61, 3.97, -4.34], [2.76, 2.25, -3.15], [3.21, -0.27, 1.62], [3.27, -2.55, 2.57], [2.26, -4.44, 1.31], [1.22, -4.02, -0.90], [1.15, -1.74, -1.81], [5.08, 1.69, -0.50], [7.13, 1.17, -1.79], [6.99, -0.24, -3.82], [4.80, -1.10, -4.57], [2.76, -0.57, -3.32], [0.60, -0.10, -4.73], [-0.52, 0.62, -4.08], [-0.10, 0.73, -2.44]],
  "multiplicity": 3,
  "total_energy_ha": -4060.13451,
  "s_squared": 2.012,
  "orbital_gap_ev": [5.9, 7.3],
  "charge": 1
}

4.
{
  "formula": "C54H42BrCeN5O4S2Se",
  "method": "wB97M-V/def2-TZVPD",
  "symbols": ["Ce", "O", "C", "N", "C", "O", "C", "C", "C", "C", "C", "N", "C", "C", "C", "C", "C", "N", "H", "H", "H", "H", "H", "H", "H", "H", "C", "C", "C", "C", "C", "C", "C", "S", "O", "C", "C", "C", "C", "C", "C", "C", "C", "C", "C", "C", "C", "C", "C", "C", "C", "C", "C", "C", "C", "S", "O", "C", "C", "C", "C", "C", "C", "C", "H", "H", "H", "H", "H", "H", "H", "H", "H", "H", "H", "H", "H", "H", "H", "H", "H", "H", "H", "H", "H", "H", "H", "H", "H", "H", "C", "N", "C", "Se", "N", "C", "C", "C", "C", "C", "C", "H", "H", "H", "H", "H", "H", "H", "H", "Br"],
  "positions_angstrom": [[-1.88, 0.89, 0.04], [-5.52, 0.94, 2.96], [-4.72, 0.70, 2.09], [-3.80, 1.62, 1.48], [-3.74, 2.88, 2.07], [-4.52, 3.83, 2.06], [-2.43, 3.29, 2.63], [-2.41, 4.53, 3.46], [-1.19, 5.01, 3.86], [-0.03, 4.47, 3.27], [-0.15, 3.30, 2.51], [-1.31, 2.71, 2.16], [-4.52, -0.63, 1.58], [-5.43, -1.64, 1.99], [-5.35, -2.85, 1.32], [-4.25, -3.17, 0.53], [-3.39, -2.10, 0.22], [-3.56, -0.86, 0.63], [-3.37, 4.92, 3.70], [-1.14, 5.84, 4.62], [0.92, 4.93, 3.39], [0.77, 2.78, 2.20], [-6.11, -1.44, 2.86], [-6.13, -3.60, 1.51], [-4.11, -4.26, 0.30], [-2.61, -2.29, -0.53], [4.93, 1.35, 4.87], [3.65, 0.71, 4.37], [3.15, -0.50, 4.82], [2.06, -1.09, 4.21], [1.39, -0.49, 3.13], [2.00, 0.64, 2.59], [3.08, 1.22, 3.20], [0.01, -1.35, 2.39], [-0.45, -0.39, 1.21], [0.67, -2.78, 1.49], [0.04, -3.98, 1.88], [0.48, -5.19, 1.41], [1.50, -5.23, 0.44], [1.75, -6.44, -0.15], [2.73, -6.54, -1.13], [3.58, -5.42, -1.40], [3.21, -4.19, -0.89], [2.05, -4.02, -0.05], [1.65, -2.75, 0.52], [2.45, -1.53, 0.15], [3.71, -1.34, 0.77], [4.28, -2.23, 1.71], [5.43, -1.97, 2.34], [6.18, -0.76, 2.03], [5.78, 0.03, 1.02], [4.50, -0.17, 0.44], [3.94, 0.83, -0.40], [2.71, 0.61, -0.96], [1.99, -0.55, -0.72], [0.52, -0.80, -1.80], [-0.32, 0.52, -1.58], [1.39, -0.89, -3.34], [1.76, 0.28, -4.03], [2.66, 0.23, -5.10], [3.40, -0.96, -5.32], [4.53, -1.02, -6.26], [2.97, -2.12, -4.69], [1.98, -2.08, -3.67], [5.06, 2.24, 4.20], [5.82, 0.77, 4.84], [4.78, 1.73, 5.96], [3.68, -1.03, 5.60], [1.75, -2.09, 4.59], [1.49, 1.12, 1.73], [3.50, 2.10, 2.70], [-0.89, -3.90, 2.47], [0.09, -6.15, 1.74], [1.17, -7.28, 0.19], [2.99, -7.51, -1.44], [4.42, -5.44, -2.14], [4.01, -3.39, -1.09], [3.74, -3.12, 1.94], [5.76, -2.62, 3.18], [7.07, -0.43, 2.63], [6.43, 0.84, 0.59], [4.41, 1.79, -0.54], [2.21, 1.31, -1.63], [1.36, 1.23, -3.75], [2.82, 1.12, -5.70], [4.09, -1.04, -7.27], [5.07, -1.93, -5.97], [5.26, -0.19, -6.22], [3.55, -3.11, -4.82], [1.80, -2.93, -3.06], [-3.35, 4.44, -4.00], [-4.27, 4.10, -2.92], [-3.96, 4.14, -1.60], [-2.31, 4.31, -0.85], [-5.11, 3.94, -0.85], [-6.12, 3.49, -1.72], [-7.43, 3.16, -1.55], [-8.16, 2.81, -2.66], [-7.53, 2.74, -3.89], [-6.19, 3.03, -4.07], [-5.53, 3.55, -2.98], [-3.64, 3.95, -4.91], [-2.32, 4.18, -3.67], [-3.31, 5.51, -4.19], [-5.11, 3.80, 0.17], [-7.86, 3.06, -0.56], [-9.19, 2.44, -2.62], [-8.06, 2.48, -4.80], [-5.73, 2.87, -5.08], [-3.67, 0.44, -2.40]],
  "multiplicity": 2,
  "total_energy_ha": -8904.57294,
  "s_squared": 0.751,
  "orbital_gap_ev": [5.9, 5.9],
  "charge": 1
}